[1]
{"formula": "C28H48Br2N5P", "method": "wB97M-V/def2-TZVPD", "symbols": ["C", "C", "P", "C", "C", "C", "N", "C", "Br", "C", "C", "Br", "C", "N", "C", "N", "C", "C", "C", "C", "C", "C", "H", "H", "H", "H", "H", "H", "H", "H", "H", "H", "H", "H", "H", "H", "H", "H", "H", "H", "C", "C", "N", "C", "C", "C", "C", "H", "H", "H", "H", "H", "H", "H", "H", "H", "H", "H", "H", "H", "H", "H", "C", "C", "N", "C", "C", "C", "C", "H", "H", "H", "H", "H", "H", "H", "H", "H", "H", "H", "H", "H", "H", "H"], "xyz": [[0.4567, 0.5997, -0.3350], [-0.4174, 0.1505, 0.8628], [-1.3515, -1.4598, 0.5199], [-0.3430, -2.2647, -0.8120], [-1.3283, -2.3534, 2.1938], [-1.7765, -1.2180, 3.1132], [-2.0860, -0.3616, 3.8311], [-2.5183, -3.3655, 2.3583], [-3.9305, -3.0156, 3.6547], [-2.6516, -4.4863, 1.6509], [-1.6342, -4.9465, 0.6365], [-4.1490, -5.6841, 1.8740], [0.0438, -2.8577, 2.8276], [0.4721, -1.9520, 3.9399], [-0.1470, -4.2059, 3.5244], [-0.3226, -5.2475, 4.0028], [1.2758, -3.0093, 1.9348], [1.6958, -4.2337, 1.4165], [2.8252, -4.3833, 0.6397], [3.6319, -3.2956, 0.3281], [3.2386, -2.0655, 0.8454], [2.0978, -1.9244, 1.6228], [-0.1217, 0.5746, -1.2677], [1.3885, 0.0236, -0.3881], [0.7270, 1.6517, -0.1575], [-1.2212, 0.8990, 0.9509], [0.1072, 0.1433, 1.8255], [0.7444, -2.3077, -0.6471], [-0.6776, -3.2579, -1.1246], [-0.4759, -1.6192, -1.6974], [-0.6830, -4.4110, 0.6631], [-2.0655, -4.7845, -0.3689], [-1.5018, -6.0329, 0.7317], [1.4727, -2.0727, 4.0871], [0.0723, -2.3342, 4.7955], [1.1144, -5.1374, 1.6193], [3.1369, -5.3591, 0.2621], [4.5471, -3.3718, -0.2565], [3.8554, -1.1924, 0.6251], [1.9144, -0.9158, 1.9920], [-5.2326, 3.0132, -1.1502], [-4.8869, 2.4588, 0.2242], [-3.9512, 3.2812, 0.9693], [-3.4348, 2.6229, 2.1616], [-4.4166, 2.2932, 3.2875], [-4.3222, 4.6761, 1.1376], [-5.6493, 4.9844, 1.8417], [-4.3335, 3.1586, -1.7523], [-5.8801, 2.3108, -1.6779], [-5.7674, 3.9623, -1.0893], [-4.4381, 1.4722, 0.0755], [-5.8225, 2.2941, 0.7805], [-2.6178, 3.2237, 2.5721], [-2.9644, 1.6867, 1.8448], [-4.6853, 3.1774, 3.8655], [-3.9491, 1.5921, 3.9812], [-5.3313, 1.8253, 2.9211], [-4.3479, 5.1430, 0.1488], [-3.5150, 5.1979, 1.6588], [-6.4593, 4.3329, 1.5104], [-5.9498, 6.0120, 1.6228], [-5.5619, 4.9051, 2.9241], [2.7691, -0.5811, -3.5459], [3.2812, 0.7220, -4.1390], [3.9026, 1.6004, -3.1643], [4.1597, 2.9374, -3.6786], [5.1721, 3.0853, -4.8194], [4.9756, 1.0183, -2.3759], [6.1924, 0.4589, -3.1230], [2.0612, -0.3920, -2.7361], [2.2528, -1.1600, -4.3136], [3.5780, -1.2052, -3.1617], [2.4248, 1.2413, -4.5780], [3.9607, 0.4846, -4.9720], [4.4649, 3.5832, -2.8505], [3.2045, 3.3497, -4.0196], [6.1982, 2.9961, -4.4650], [5.0780, 4.0779, -5.2658], [5.0137, 2.3567, -5.6151], [4.5521, 0.2122, -1.7683], [5.3174, 1.7543, -1.6432], [5.9122, -0.1155, -4.0072], [6.7504, -0.2116, -2.4647], [6.8799, 1.2471, -3.4256]], "gap_ev": 8.31, "e_tot_ha": -6858.735437, "lumo_ev": 0.43, "spin_multiplicity": 1}

=====

[2]
{"formula": "C14H13N6SScSe2Te2", "method": "wB97M-V/def2-TZVPD", "symbols": ["Sc", "C", "C", "N", "N", "C", "N", "S", "C", "C", "C", "C", "C", "N", "H", "H", "H", "H", "H", "H", "H", "H", "H", "Se", "Te", "Te", "Se", "N", "C", "C", "C", "C", "C", "N", "C", "H", "H", "H", "H"], "xyz": [[0.4766, 0.6509, 0.5109], [1.0550, -3.2532, -1.3644], [1.1210, -2.0583, -0.5014], [0.5060, -0.8987, -0.7473], [0.0375, -0.5698, -2.0091], [0.4538, 0.5576, -2.4720], [0.0896, 0.8025, -3.7705], [1.5021, 1.6199, -1.6350], [1.9816, -2.0801, 0.6526], [2.8016, -3.1352, 1.0474], [3.4555, -3.0971, 2.2493], [3.3285, -1.9280, 3.0316], [2.5481, -0.9082, 2.5933], [1.8611, -0.9969, 1.4523], [0.3827, -3.0647, -2.1509], [0.8790, -4.1944, -0.7297], [2.0428, -3.4586, -1.8974], [-0.6706, 0.1967, -4.1638], [0.1914, 1.7094, -4.2364], [2.8797, -3.9802, 0.3644], [4.0566, -3.9690, 2.6068], [3.6164, -1.8466, 4.1069], [2.4007, 0.0795, 2.9953], [2.3265, 2.7214, 1.5192], [0.8248, 3.3979, 3.2541], [-0.6180, 1.0251, 3.9420], [-1.2606, -0.8426, 2.5179], [-6.3296, 0.7741, -0.2334], [-5.2518, 1.2787, -0.1819], [-3.9170, 1.7741, -0.3699], [-3.8577, 3.0253, -1.0072], [-2.6003, 3.5725, -1.3117], [-1.5252, 2.8541, -0.8158], [-1.5569, 1.6463, -0.2549], [-2.7834, 1.0959, -0.0042], [-4.7760, 3.5723, -0.9180], [-2.4170, 4.5395, -1.7574], [-0.5397, 3.2490, -0.8901], [-2.7147, 0.1386, 0.5783]], "gap_ev": 4.68, "e_tot_ha": -7367.729820, "lumo_ev": -1.63, "spin_multiplicity": 1, "e_above_lowest_kcal_mol": 34.3}

=====

[3]
{"formula": "C30H44AsB2N9Si2V", "method": "wB97M-V/def2-TZVPD", "symbols": ["V", "B", "N", "C", "C", "C", "N", "N", "C", "C", "C", "N", "H", "H", "H", "H", "H", "H", "H", "H", "B", "N", "C", "C", "C", "N", "N", "C", "C", "C", "N", "H", "H", "H", "H", "H", "H", "H", "H", "N", "C", "C", "C", "C", "C", "C", "C", "C", "C", "C", "C", "C", "H", "H", "H", "H", "H", "H", "H", "H", "H", "H", "C", "Si", "C", "C", "As", "Si", "C", "C", "C", "H", "H", "H", "H", "H", "H", "H", "H", "H", "H", "H", "H", "H", "H", "H", "H", "H", "H"], "xyz": [[-1.6048, 0.1483, 1.1217], [-4.4187, -1.3847, -0.6745], [-4.4411, -1.2388, 0.8814], [-5.4601, -1.6981, 1.6208], [-5.1964, -1.4450, 2.9545], [-3.9564, -0.8046, 2.9324], [-3.5166, -0.6863, 1.6812], [-3.4385, -0.4228, -1.4273], [-3.5496, -0.2446, -2.7511], [-2.5543, 0.6121, -3.1786], [-1.8620, 0.9178, -2.0087], [-2.3925, 0.2878, -0.9620], [-4.1487, -2.5289, -0.9638], [-5.5371, -1.0980, -1.0532], [-6.2948, -2.1765, 1.1360], [-5.8020, -1.6908, 3.8094], [-3.3558, -0.4162, 3.7387], [-4.3404, -0.7410, -3.2888], [-2.3512, 0.9529, -4.1782], [-1.0096, 1.5668, -1.8823], [-0.4099, -2.6943, 3.2121], [-0.3135, -1.2161, 3.7160], [0.2262, -0.9155, 4.9050], [0.0558, 0.4358, 5.1466], [-0.6111, 0.8957, 4.0095], [-0.8250, -0.1077, 3.1600], [-0.8336, -2.8626, 1.7217], [-1.0379, -4.0799, 1.2031], [-1.2097, -3.9664, -0.1629], [-1.1002, -2.5965, -0.3976], [-0.8728, -1.9375, 0.7365], [0.6978, -3.1686, 3.3720], [-1.2286, -3.2884, 3.8880], [0.6912, -1.6929, 5.4886], [0.3864, 1.0041, 5.9986], [-0.9385, 1.8862, 3.7374], [-1.0250, -4.9433, 1.8484], [-1.3934, -4.7477, -0.8791], [-1.1534, -2.0507, -1.3256], [0.4859, 0.9295, 0.5416], [1.0578, 2.0642, 1.1235], [2.4316, 2.0118, 1.3806], [3.0844, 3.0462, 2.0216], [2.3632, 4.1605, 2.4255], [1.0056, 4.2168, 2.1562], [0.3121, 3.2011, 1.4886], [-1.1544, 3.3782, 1.2391], [-1.5907, 4.6885, 0.9808], [-2.9370, 4.9898, 0.8861], [-3.8641, 3.9662, 1.0501], [-3.4199, 2.6675, 1.2428], [-2.0625, 2.2993, 1.3212], [1.1312, 0.3097, 0.0474], [-0.2709, 1.1608, -0.0966], [2.9739, 1.1311, 1.0567], [4.1493, 2.9752, 2.2101], [2.8464, 4.9748, 2.9523], [0.4391, 5.0735, 2.5007], [-0.8600, 5.4760, 0.8282], [-3.2582, 6.0054, 0.6801], [-4.9284, 4.1766, 0.9971], [-4.1711, 1.8834, 1.3124], [5.0430, -1.3740, -0.8441], [3.4934, -2.2392, -1.5245], [4.1518, -3.4541, -2.8324], [2.8483, -3.3109, -0.1095], [1.7407, -0.9086, -2.1792], [2.6735, 0.3065, -3.9055], [2.0991, -0.3026, -5.6115], [2.0822, 2.1066, -3.8210], [4.5651, 0.4080, -4.0496], [5.8113, -2.1159, -0.5976], [4.7937, -0.8222, 0.0650], [5.4646, -0.6649, -1.5573], [4.9228, -4.1063, -2.4072], [4.5809, -2.9302, -3.6901], [3.3328, -4.0728, -3.2043], [3.6428, -3.9452, 0.2986], [2.0312, -3.9515, -0.4481], [2.4488, -2.6986, 0.7024], [1.0111, -0.3932, -5.6273], [2.5084, -1.2931, -5.8244], [2.4079, 0.3843, -6.4081], [1.0072, 2.1624, -4.0119], [2.5906, 2.7314, -4.5631], [2.2588, 2.5248, -2.8284], [5.0339, -0.5777, -4.0397], [4.9888, 0.9834, -3.2240], [4.8303, 0.9045, -4.9894]], "gap_ev": [5.74, 5.74], "e_tot_ha": -5471.101768, "lumo_ev": [4.56, 4.56], "charge": -2, "spin_multiplicity": 4, "s_squared": 3.76, "e_above_lowest_kcal_mol": 6.8}

=====

[4]
{"formula": "C3H3NO2S", "method": "wB97M-V/def2-TZVPD", "symbols": ["S", "C", "C", "O", "C", "N", "O", "H", "H", "H"], "xyz": [[3.0429, -0.0622, -0.0723], [1.5069, -0.1849, 0.4348], [0.3425, -0.1403, -0.4864], [-0.4557, 0.9735, -0.2782], [-1.6592, 0.5561, 0.1510], [-1.7939, -0.7191, 0.1264], [-0.5719, -1.2532, -0.2281], [1.3255, -0.2699, 1.5323], [0.6923, -0.1753, -1.5657], [-2.4293, 1.2753, 0.3860]], "smiles": "S=C[C@@H]1OC=NO1", "gap_ev": 8.30, "e_tot_ha": -719.432918, "lumo_ev": -0.99, "spin_multiplicity": 1, "e_above_lowest_kcal_mol": 92.5}

=====

[5]
{"formula": "C37H33GeN4OPt", "method": "wB97M-V/def2-TZVPD", "symbols": ["Pt", "C", "C", "C", "C", "C", "C", "C", "C", "H", "H", "H", "H", "H", "C", "N", "C", "C", "O", "N", "C", "N", "H", "H", "H", "H", "H", "H", "H", "C", "Ge", "C", "C", "C", "C", "C", "C", "C", "C", "C", "C", "C", "C", "C", "C", "C", "C", "H", "H", "H", "H", "H", "H", "H", "H", "H", "H", "H", "H", "H", "H", "H", "C", "C", "C", "C", "C", "C", "C", "C", "N", "H", "H", "H", "H", "H", "H"], "xyz": [[0.2441, 0.4772, 0.6131], [1.8907, 0.8334, -0.4558], [3.2308, 0.6085, -0.7298], [4.2671, -0.3136, -0.4673], [4.1758, -1.5738, 0.0484], [5.2903, -2.1715, 0.7148], [6.4157, -1.4925, 1.0097], [6.6416, -0.1010, 0.5335], [5.5975, 0.3979, -0.4837], [3.2321, -2.0987, 0.0298], [5.1853, -3.1929, 1.0525], [7.2044, -1.9463, 1.5897], [7.6834, 0.0324, 0.2211], [5.9363, 0.6320, -1.4931], [0.0333, -1.3250, 5.8195], [-0.1282, -0.3175, 4.8095], [-0.8040, 0.9284, 5.0726], [-0.6774, 1.6559, 3.7157], [-1.0736, 2.7658, 3.4856], [-0.0243, 0.7989, 2.8757], [0.2722, -0.3210, 3.5304], [0.9423, -1.2920, 2.9150], [0.5202, -0.8953, 6.6991], [0.6545, -2.1377, 5.4520], [-0.9428, -1.7239, 6.1084], [-0.3226, 1.5019, 5.8693], [-1.8531, 0.7680, 5.3386], [1.0866, -1.1041, 1.9053], [1.0841, -2.1997, 3.3204], [-2.5067, -0.4209, -1.8875], [-2.0174, -0.0826, 0.0325], [-3.1093, 1.4979, 0.5803], [-3.6278, 1.6033, 1.8644], [-4.3757, 2.6998, 2.2464], [-4.6030, 3.7295, 1.3499], [-4.0792, 3.6466, 0.0714], [-3.3383, 2.5417, -0.3062], [-2.7855, -1.6427, 1.0425], [-1.9340, -2.5672, 1.5961], [-2.3865, -3.5734, 2.4632], [-3.7104, -3.6438, 2.7957], [-4.6339, -2.7425, 2.2262], [-6.0069, -2.7915, 2.5447], [-6.8832, -1.8927, 2.0070], [-6.4345, -0.9461, 1.0754], [-5.1172, -0.8965, 0.7234], [-4.1698, -1.7515, 1.3191], [-3.5804, -0.3747, -2.0516], [-2.1564, -1.4107, -2.1661], [-2.0213, 0.3002, -2.5396], [-3.4616, 0.8000, 2.5720], [-4.7860, 2.7579, 3.2452], [-5.1816, 4.5906, 1.6543], [-4.2505, 4.4494, -0.6314], [-2.9407, 2.4772, -1.3118], [-0.8787, -2.5191, 1.3464], [-1.6788, -4.2777, 2.8856], [-4.0668, -4.3830, 3.5019], [-6.3518, -3.5538, 3.2296], [-7.9262, -1.9124, 2.2844], [-7.1364, -0.2544, 0.6356], [-4.7826, -0.1896, -0.0179], [0.1589, 3.3501, 0.5223], [1.4928, 3.1283, 0.4263], [2.4091, 3.4824, 1.4557], [3.7344, 3.0997, 1.4662], [4.3116, 2.3763, 0.4298], [3.5379, 2.0938, -0.8319], [2.0210, 2.3392, -0.7395], [5.4120, 1.5016, 0.5211], [6.2321, 1.0235, 1.4298], [-0.5125, 3.1063, -0.2876], [-0.2679, 3.8325, 1.3832], [2.0060, 4.0115, 2.3051], [4.3398, 3.2879, 2.3420], [4.0408, 2.4671, -1.7285], [1.5634, 2.6570, -1.6793]], "gap_ev": [5.48, 6.00], "e_tot_ha": -3920.027137, "lumo_ev": [-1.23, -1.21], "spin_multiplicity": 2, "s_squared": 0.83, "e_above_lowest_kcal_mol": 111.2}

=====

[6]
{"formula": "C41H38CrF9N3PS2", "method": "wB97M-V/def2-TZVPD", "symbols": ["Cr", "C", "C", "C", "C", "C", "C", "C", "C", "C", "C", "C", "C", "H", "H", "H", "H", "H", "H", "H", "H", "H", "H", "H", "H", "H", "H", "H", "H", "H", "H", "C", "S", "C", "S", "N", "N", "C", "C", "C", "C", "C", "C", "N", "H", "H", "H", "H", "H", "H", "H", "H", "F", "C", "F", "F", "C", "C", "C", "C", "C", "C", "P", "C", "C", "C", "C", "C", "C", "C", "F", "F", "F", "C", "C", "C", "C", "C", "C", "C", "F", "F", "F", "H", "H", "H", "H", "H", "H", "H", "H", "H", "H", "H", "H"], "xyz": [[-0.5684, 0.2731, -0.2401], [-2.1266, 0.5666, 4.2384], [-1.9051, 1.2035, 2.8909], [-2.9129, 1.1263, 1.9256], [-4.2383, 0.4762, 2.2213], [-2.7037, 1.6775, 0.6539], [-3.7677, 1.5153, -0.4029], [-1.5733, 2.4857, 0.4049], [-1.6314, 3.3638, -0.8343], [-0.5787, 2.6068, 1.4047], [0.5535, 3.6062, 1.2992], [-0.7145, 1.8902, 2.6085], [0.3776, 1.9534, 3.6492], [-2.3864, -0.4883, 4.1306], [-2.9531, 1.0540, 4.7592], [-1.2562, 0.6316, 4.8815], [-4.3662, -0.4441, 1.6485], [-5.0569, 1.1439, 1.9474], [-4.3503, 0.2296, 3.2715], [-4.5586, 2.2607, -0.2777], [-4.2305, 0.5326, -0.3411], [-3.3722, 1.6301, -1.4103], [-1.4554, 2.8170, -1.7635], [-0.9289, 4.1897, -0.8005], [-2.6239, 3.8055, -0.9173], [1.5215, 3.1314, 1.1242], [0.6383, 4.1660, 2.2295], [0.3979, 4.3380, 0.5130], [0.0974, 2.6099, 4.4770], [1.3167, 2.3209, 3.2450], [0.5738, 0.9681, 4.0686], [-3.0142, -4.2786, 1.2439], [-1.7048, -4.4046, 0.0168], [-1.2017, -2.7576, -0.2120], [-1.9108, -1.4580, 0.6793], [-0.2555, -2.6465, -1.1054], [0.1726, -1.3625, -1.2600], [1.1620, -1.1753, -2.0490], [1.6572, 0.1864, -2.2038], [2.7508, 0.4650, -3.0044], [3.1779, 1.7780, -3.1303], [2.4898, 2.7643, -2.4484], [1.4102, 2.4015, -1.6602], [0.9867, 1.1449, -1.5242], [-2.6407, -3.8725, 2.1803], [-3.3486, -5.3026, 1.4016], [-3.8430, -3.6809, 0.8738], [1.6205, -2.0090, -2.5709], [3.2556, -0.3421, -3.5173], [4.0342, 2.0210, -3.7445], [2.7821, 3.8028, -2.5094], [0.8658, 3.1508, -1.1124], [5.6577, -7.3090, 1.1956], [4.3194, -7.3894, 1.3008], [3.8754, -8.0891, 0.2486], [4.0566, -8.1084, 2.4047], [3.6998, -6.0192, 1.3806], [2.7630, -5.6052, 0.4515], [2.2145, -4.3322, 0.5540], [2.6113, -3.4733, 1.5736], [3.5492, -3.9092, 2.5116], [4.0910, -5.1772, 2.4171], [1.9016, -1.7877, 1.5850], [3.2747, -0.7985, 0.8901], [3.1763, 0.5897, 0.9920], [4.0998, 1.4185, 0.3807], [5.1203, 0.8589, -0.3757], [5.2398, -0.5188, -0.4815], [4.3250, -1.3446, 0.1561], [6.1035, 1.7301, -1.1055], [7.3453, 1.6042, -0.6241], [5.7718, 3.0307, -1.0409], [6.1559, 1.4049, -2.4167], [1.9426, -1.3497, 3.3581], [0.8048, -1.6993, 4.0894], [0.7130, -1.3938, 5.4350], [1.7517, -0.7087, 6.0549], [2.8883, -0.3596, 5.3448], [2.9839, -0.6866, 3.9984], [1.5883, -0.3215, 7.4997], [2.6836, 0.2602, 8.0004], [0.5689, 0.5506, 7.6445], [1.3022, -1.3838, 8.2668], [2.4537, -6.2707, -0.3421], [1.4645, -4.0130, -0.1607], [3.8569, -3.2574, 3.3195], [4.8188, -5.5169, 3.1428], [2.3636, 1.0236, 1.5686], [4.0234, 2.4938, 0.4722], [6.0461, -0.9486, -1.0627], [4.4269, -2.4189, 0.0705], [-0.0189, -2.1995, 3.5907], [-0.1678, -1.6677, 6.0022], [3.6940, 0.1669, 5.8376], [3.8752, -0.4097, 3.4490]], "gap_ev": [7.08, 7.08], "e_tot_ha": -4830.362970, "lumo_ev": [-3.89, -3.97], "charge": 1, "spin_multiplicity": 5, "s_squared": 6.03, "e_above_lowest_kcal_mol": 3.4}